# 1
Below is a 2-piece molecular cluster, CH6O2 overall at a distorted geometry, with properties calculated with ωB97M-V with the def2-TZVPD basis set.

Each line ends with the Mulliken charge.
Positions of all 9 atoms, in Å:
1 C 0.180 0.879 1.157  -0.5670
2 O 0.973 0.290 0.140  -0.5032
3 H -0.489 0.207 1.720  0.2503
4 H -0.424 1.690 0.718  0.2393
5 H 0.906 1.322 1.860  0.1854
6 H 0.333 -0.301 -0.309  0.4227
7 O -0.236 -1.199 -1.501  -0.6376
8 H -1.216 -1.249 -1.430  0.3123
9 H -0.026 -1.639 -2.356  0.2977

Values from the calculation:
structure (SMILES)	CO.O
ΔE to the lowest compared entry with this formula, charge and spin	0.354	eV
total energy	-5228.536	eV
highest occupied orbital energy	-9.52	eV
charge	0
HOMO-LUMO gap	9.93	eV
max |F|	2.4	eV/A

# 2
Below is one molecule with the formula C4H3I at a distorted geometry, with properties calculated with ωB97M-V with the def2-TZVPD basis set.

Each line ends with the Mulliken charge.
Positions of all 8 atoms, in Å:
1 I 4.165 -0.191 -0.593  -0.0188
2 C 1.674 -0.014 -0.407  -0.1973
3 C 0.992 -0.376 0.673  -0.3333
4 C -0.353 -0.159 -0.025  -0.2845
5 C 0.159 0.303 -1.136  -0.3677
6 H 1.191 -0.693 1.677  0.4142
7 H -1.367 -0.360 0.263  0.3943
8 H -0.046 0.597 -2.142  0.3931

Values from the calculation:
structure (SMILES)	IC1=CC=C1
ΔE to the lowest compared entry with this formula, charge and spin	2.604	eV
total energy	-12291.895	eV
highest occupied orbital energy	-8.56	eV
charge	0
HOMO-LUMO gap	7.55	eV
max |F|	3.1	eV/A

# 3
Below is one molecule with the formula C3H6FNOS at a distorted geometry, with properties calculated with ωB97M-V with the def2-TZVPD basis set.

Each line ends with the Mulliken charge.
Positions of all 13 atoms, in Å:
1 O -0.995 0.313 -1.544  -0.6226
2 C 0.399 0.232 -1.499  -0.3656
3 C 0.701 1.018 -0.185  0.1807
4 F 1.866 1.682 -0.195  -0.3016
5 C 0.377 0.064 1.009  -0.1263
6 N -0.756 -0.718 0.881  -0.4030
7 S -1.121 -1.662 2.452  -0.2243
8 H -1.719 -0.073 -0.750  0.4153
9 H 0.874 0.720 -2.456  0.2572
10 H 0.799 -0.650 -1.538  0.3633
11 H 0.008 1.968 0.058  0.1955
12 H 1.099 0.168 1.790  0.4575
13 H -1.531 -3.063 1.979  0.1739

Values from the calculation:
structure (SMILES)	OC[C@H](F)/C=N/S
ΔE to the lowest compared entry with this formula, charge and spin	4.793	eV
total energy	-20294.065	eV
highest occupied orbital energy	-9.34	eV
charge	0
HOMO-LUMO gap	9.37	eV
max |F|	7.2	eV/A

# 4
Below is a 2-piece molecular cluster, C23H31N5O5P overall at a distorted geometry, with properties calculated with ωB97M-V with the def2-TZVPD basis set.

Each line ends with the Mulliken charge.
Positions of all 65 atoms, in Å:
1 O 1.821 1.036 4.715  -0.6599
2 O -2.128 4.035 4.271  -0.7360
3 O -1.291 -0.202 -0.710  -0.8031
4 O -0.060 -1.221 1.095  -0.4852
5 O 1.161 0.103 -0.772  -0.6264
6 C 0.881 1.807 4.626  0.5609
7 C -1.170 4.227 5.014  0.2863
8 C 0.634 3.045 1.057  -0.6487
9 C -0.129 3.766 1.932  0.2778
10 C -1.502 2.544 0.702  -0.4160
11 C -1.708 -3.909 -7.104  -0.4399
12 C 3.694 -2.294 -3.926  -0.3717
13 C -0.437 -4.176 -6.587  -0.7352
14 C -2.797 -3.752 -6.240  -0.5402
15 C 3.671 -3.134 -2.809  -0.7429
16 C 2.564 -1.536 -4.249  -0.9423
17 C -0.256 -4.289 -5.205  -0.1756
18 C -2.616 -3.869 -4.858  -0.3903
19 C 2.524 -3.212 -2.009  -0.1898
20 C 1.417 -1.618 -3.454  0.0260
21 C -1.346 -4.144 -4.332  0.7190
22 C 1.387 -2.449 -2.319  -0.0801
23 N -0.244 2.307 0.288  0.1009
24 N -1.372 4.336 6.330  -0.1281
25 N -1.000 -2.877 -2.338  -0.0504
26 N 1.120 3.120 4.696  -0.0475
27 N -1.454 3.448 1.699  0.2317
28 C -0.514 1.241 4.452  -0.7261
29 C -0.367 4.547 7.375  -0.8845
30 C -1.146 -4.246 -2.849  -1.3564
31 C 0.376 4.740 2.971  -1.3159
32 C 0.144 -2.524 -1.453  -0.3689
33 C 0.269 4.305 4.451  -0.0653
34 P -0.026 -0.931 -0.460  1.0553
35 H -0.961 -1.550 1.218  0.3310
36 H 1.959 -0.447 -0.731  0.3663
37 H 1.715 3.051 0.981  0.4443
38 H -2.384 2.027 0.327  0.4908
39 H -1.851 -3.821 -8.177  0.3734
40 H 4.581 -2.239 -4.551  0.4132
41 H 0.409 -4.292 -7.258  0.3885
42 H -3.784 -3.542 -6.643  0.3725
43 H 4.544 -3.735 -2.569  0.4130
44 H 2.571 -0.898 -5.129  0.4438
45 H 0.737 -4.479 -4.808  0.3303
46 H -3.465 -3.743 -4.193  0.3654
47 H 2.525 -3.882 -1.154  0.3996
48 H 0.532 -1.051 -3.734  0.4488
49 H 0.018 1.610 -0.418  0.2839
50 H -2.337 4.266 6.620  0.3240
51 H -1.893 -2.467 -2.048  0.2678
52 H 2.096 3.307 4.880  0.2503
53 H -2.223 3.743 2.304  0.3336
54 H -0.439 0.155 4.397  0.3082
55 H -1.130 1.503 5.309  0.3399
56 H -0.958 1.606 3.535  0.1303
57 H 0.161 5.490 7.214  0.2992
58 H -0.854 4.591 8.351  0.3371
59 H 0.352 3.724 7.385  0.2841
60 H -2.000 -4.742 -2.377  0.5536
61 H -0.254 -4.844 -2.634  0.4653
62 H -0.178 5.673 2.850  0.3449
63 H 1.421 4.965 2.752  0.5053
64 H 0.262 -3.323 -0.714  0.4923
65 H 0.730 5.119 5.010  0.5676

Values from the calculation:
total energy	-51328.706	eV
highest occupied orbital energy	-10.62	eV
charge	+1
HOMO-LUMO gap	8.54	eV
max |F|	3.4	eV/A

# 5
Below is one molecule with the formula C7H8 at a distorted geometry, with properties calculated with ωB97M-V with the def2-TZVPD basis set.

Each line ends with the Mulliken charge.
Positions of all 15 atoms, in Å:
1 C 0.217 -1.901 1.095  -1.3583
2 C 0.175 -0.637 0.265  0.5997
3 C 0.917 0.477 0.660  -0.5469
4 C 0.617 1.703 0.094  -0.2753
5 C -0.494 1.845 -0.747  -0.5613
6 C -0.952 0.688 -1.367  -0.2460
7 C -0.527 -0.566 -0.931  -0.5156
8 H -0.106 -1.597 2.087  0.3583
9 H -0.559 -2.585 0.756  0.3674
10 H 1.199 -2.369 1.102  0.3126
11 H 1.541 0.314 1.527  0.3719
12 H 1.293 2.546 0.108  0.3782
13 H -1.082 2.752 -0.776  0.3802
14 H -1.480 0.738 -2.312  0.3468
15 H -0.759 -1.409 -1.562  0.3883

Values from the calculation:
structure (SMILES)	Cc1ccccc1
ΔE to the lowest compared entry with this formula, charge and spin	1.052	eV
total energy	-7387.695	eV
highest occupied orbital energy	-8.70	eV
charge	0
HOMO-LUMO gap	9.72	eV
max |F|	1.2	eV/A

# 6
Below is a 10-piece molecular cluster, C32H59F6N4O14PS2 overall at a distorted geometry, with properties calculated with ωB97M-V with the def2-TZVPD basis set.

Each line ends with the Mulliken charge.
Positions of all 118 atoms, in Å:
1 N -2.026 3.146 0.617  -0.5373
2 P -3.062 1.973 0.612  0.0171
3 C -2.927 0.810 2.060  2.9477
4 C -4.038 -0.188 2.392  -1.2221
5 O -3.931 -0.906 3.332  -0.4263
6 C -5.363 -0.337 1.605  1.0712
7 F -5.381 -1.613 1.146  -0.3202
8 F -5.469 0.464 0.539  -0.3315
9 C -6.580 -0.176 2.561  0.4160
10 F -6.289 0.791 3.458  -0.3130
11 F -6.798 -1.319 3.219  -0.2965
12 C -7.917 0.199 1.871  0.9167
13 F -7.850 1.371 1.242  -0.2550
14 F -8.814 0.331 2.879  -0.2989
15 C -8.407 -0.925 0.940  0.2302
16 O -7.981 -1.056 -0.161  -0.4693
17 O -9.304 -1.713 1.510  -0.4317
18 N -2.887 1.763 3.201  -0.3663
19 C -1.577 1.770 3.777  -0.2958
20 O -1.057 2.728 4.249  -0.6314
21 C -1.062 0.340 3.577  -0.3414
22 C 0.369 0.005 3.981  -0.4369
23 O 0.433 -1.320 4.524  -0.5671
24 C 0.123 -2.285 3.570  0.4431
25 C 1.019 -2.528 2.528  -0.4835
26 C 0.709 -3.452 1.536  -0.4162
27 C -0.509 -4.132 1.612  -0.6545
28 C -1.380 -3.915 2.674  -0.4591
29 C -1.075 -2.986 3.670  -0.3147
30 C -1.506 0.109 2.155  0.2528
31 C -0.515 0.355 1.013  -1.8470
32 C 0.409 1.576 1.127  -0.9730
33 C 0.856 2.005 -0.280  -0.5483
34 S 2.655 1.728 -0.339  -0.3029
35 C 3.058 1.712 -2.014  0.3131
36 S 2.200 2.555 -3.123  -0.2224
37 N 4.164 0.924 -2.368  0.3498
38 C 4.206 0.126 -3.488  -0.5915
39 C 5.432 -0.464 -3.481  -0.7160
40 N 6.134 -0.039 -2.389  -0.7640
41 C 5.381 0.791 -1.729  -0.2536
42 H -2.493 4.040 0.662  0.2392
43 H -4.372 2.482 0.674  0.1527
44 H -2.988 1.147 -0.522  0.0670
45 H -9.263 -2.577 1.076  0.3828
46 H -3.618 1.619 3.884  0.4355
47 H -1.673 -0.192 4.306  0.6504
48 H 1.082 0.086 3.169  -0.1225
49 H 0.661 0.654 4.798  0.3137
50 H 1.942 -1.968 2.514  0.4550
51 H 1.400 -3.608 0.723  0.5175
52 H -0.762 -4.834 0.829  0.4019
53 H -2.318 -4.454 2.733  0.4840
54 H -1.749 -2.799 4.490  0.4518
55 H -1.744 -0.948 2.025  0.3070
56 H 0.132 -0.521 1.000  0.1058
57 H -1.022 0.333 0.053  0.4929
58 H 1.319 1.321 1.667  0.8002
59 H -0.035 2.411 1.652  0.2339
60 H 0.441 1.356 -1.043  0.3636
61 H 0.668 3.051 -0.479  0.5934
62 H 3.401 0.039 -4.188  0.9721
63 H 5.786 -1.150 -4.225  0.4405
64 H 5.618 1.309 -0.820  0.5378
65 C 2.376 4.889 2.068  -0.5300
66 O 2.819 5.055 0.723  -0.4497
67 H 2.648 3.884 2.382  0.1388
68 H 2.860 5.610 2.732  0.3579
69 H 1.291 5.002 2.141  0.2697
70 H 2.579 5.942 0.442  0.2620
71 C 0.838 -1.540 -2.820  -0.1050
72 O 1.855 -1.601 -1.819  -0.4470
73 H 0.045 -2.228 -2.534  0.3525
74 H 0.426 -0.526 -2.880  -0.0476
75 H 1.244 -1.827 -3.790  0.1671
76 H 2.547 -0.990 -2.086  0.0348
77 C 6.236 -3.184 -0.092  -0.3419
78 O 6.823 -3.161 -1.385  -0.5398
79 H 6.475 -4.142 0.365  0.2609
80 H 6.638 -2.383 0.535  0.2410
81 H 5.148 -3.082 -0.152  0.0581
82 H 6.605 -2.308 -1.778  0.2993
83 C 3.508 2.867 -6.948  -0.5112
84 O 4.210 2.253 -5.876  -0.3315
85 H 3.817 2.390 -7.876  0.2517
86 H 2.429 2.737 -6.821  0.2452
87 H 3.743 3.934 -7.002  0.1773
88 H 3.917 2.689 -5.064  0.1479
89 C 1.412 -3.165 -6.543  -0.6768
90 O 1.914 -2.053 -5.807  -0.4439
91 H 0.831 -3.778 -5.859  0.2526
92 H 0.767 -2.833 -7.360  0.2784
93 H 2.230 -3.765 -6.950  0.2738
94 H 2.429 -1.512 -6.413  0.2705
95 C -2.681 -0.308 -3.301  -0.7423
96 O -2.496 -0.678 -1.934  -0.2669
97 H -1.773 0.187 -3.634  0.2300
98 H -2.854 -1.190 -3.922  0.3102
99 H -3.523 0.381 -3.408  0.3220
100 H -3.299 -1.121 -1.643  0.1812
101 C 5.617 6.122 -5.890  -0.5881
102 O 4.961 5.469 -4.808  -0.4373
103 H 5.026 6.996 -6.155  0.2254
104 H 6.620 6.446 -5.600  0.2702
105 H 5.690 5.464 -6.759  0.2478
106 H 5.487 4.698 -4.579  0.2688
107 C -3.444 -7.296 1.724  -0.5984
108 O -3.248 -6.382 2.800  -0.4425
109 H -3.703 -6.716 0.842  0.2210
110 H -2.530 -7.861 1.522  0.2695
111 H -4.258 -7.991 1.943  0.2895
112 H -3.018 -6.893 3.581  0.2596
113 C -0.153 2.095 8.185  -0.6736
114 O 0.021 1.555 6.881  -0.4064
115 H 0.309 1.410 8.891  0.2340
116 H 0.332 3.071 8.271  0.2717
117 H -1.214 2.194 8.430  0.2537
118 H -0.386 2.158 6.250  0.2386

Values from the calculation:
structure (SMILES)	N=[PH2][C@]1(C(=O)C(F)(F)C(F)(F)C(F)(F)C(=O)O)NC(=O)[C@H](COc2ccccc2)[C@@H]1CCCSC(=S)n1ccnc1.CO.CO.CO.CO.CO.CO.CO.CO.CO
total energy	-116024.075	eV
highest occupied orbital energy	-8.80	eV
charge	0
HOMO-LUMO gap	8.24	eV
max |F|	2.4	eV/A

Question: total energy of number 4 (C23H31N5O5P)?
Answer: -51328.706 eV